Entry 1:
54
Properties=species:S:1:pos:R:3:forces:R:3 method="wB97M-V/def2-TZVPD" total_charge=-1 homo_energy_ev="-2.04 / -2.04" spin_multiplicity=2 orbital_gap_ev="3.2 / 3.0" fmax_ev_per_a=6.30 s2=0.76
K -1.790 -0.391 1.153 -0.606 -0.256 -0.908
C 0.303 0.036 -2.020 -0.424 0.812 1.467
C 1.234 0.879 -1.019 1.539 -2.165 -2.439
C 2.471 1.208 -1.973 0.100 1.447 0.562
C 3.414 2.248 -1.323 -1.513 -0.536 -0.313
C 2.606 3.515 -0.955 0.900 -0.292 0.532
C 1.435 3.282 0.015 -1.278 1.250 -0.908
N 0.604 2.112 -0.496 -3.613 -0.149 2.477
O -0.706 1.995 0.091 5.382 0.133 -2.125
C 0.528 4.591 -0.080 0.025 -0.266 0.256
C 1.945 3.129 1.456 -0.336 -1.320 0.318
C 1.735 -0.090 0.127 -1.010 0.970 0.450
H -0.174 0.632 -2.797 0.112 0.352 0.237
H -0.514 -0.423 -1.463 -0.095 -0.111 -0.144
H 0.860 -0.748 -2.534 0.315 0.061 0.365
H 2.136 1.569 -2.945 -0.428 0.281 0.074
H 3.096 0.360 -2.253 -0.474 -0.613 0.541
H 4.271 2.438 -1.970 -0.044 0.251 0.053
H 3.765 1.711 -0.441 0.350 0.535 0.342
H 2.238 4.101 -1.796 0.094 -0.465 -0.389
H 3.289 4.181 -0.428 0.009 0.244 0.075
H 0.148 4.872 -1.061 0.110 -0.840 -0.373
H 1.077 5.496 0.178 0.511 -0.236 0.444
H -0.355 4.569 0.559 0.179 -0.350 0.154
H 2.448 4.011 1.854 -0.188 0.120 -0.299
H 2.621 2.282 1.577 0.480 0.070 -0.452
H 1.167 2.806 2.147 -0.493 0.551 -0.095
H 0.972 0.039 0.894 -0.025 -0.471 0.218
H 2.658 0.148 0.656 0.213 0.512 -0.398
H 1.815 -1.152 -0.107 -0.343 0.214 -0.537
C -5.714 0.066 -2.663 3.793 -0.418 2.633
C -6.807 -0.720 -2.574 -4.545 1.701 -4.024
C -6.928 -1.923 -1.670 -2.662 -1.694 1.321
O -8.002 -2.579 -1.476 0.948 1.417 -1.242
C -5.839 -2.303 -0.909 4.922 1.419 0.990
C -4.597 -1.547 -0.906 -2.173 1.046 -1.916
C -4.552 -0.217 -1.823 -3.137 -0.911 -1.568
O -3.565 0.489 -1.898 2.307 0.645 0.978
O -3.521 -1.758 -0.324 0.945 -0.675 1.517
O -7.789 -0.350 -3.386 1.311 -1.911 2.292
H -5.628 0.941 -3.290 -0.341 -0.086 -0.140
H -5.794 -3.124 -0.209 -0.658 -0.346 -0.112
O 0.187 -2.543 1.507 0.586 -0.274 0.408
C 1.057 -3.085 2.138 -0.929 0.919 -0.116
O 2.012 -2.322 2.787 0.263 -0.176 0.123
C 2.944 -3.142 3.535 -1.442 -1.768 -0.244
C 2.179 -4.477 3.642 1.485 -0.775 -0.614
C 1.244 -4.556 2.391 1.300 -0.165 2.191
H 3.162 -2.869 4.568 -0.136 1.118 -0.383
H 3.867 -3.334 2.988 -0.029 0.604 -0.192
H 1.693 -4.605 4.609 -0.416 0.244 -0.271
H 2.966 -5.231 3.612 -0.237 -0.431 0.044
H 0.407 -5.154 2.750 -0.567 0.598 -0.819
H 1.720 -5.062 1.551 -0.032 0.185 -0.042

=====

Entry 2:
51
Properties=species:S:1:pos:R:3:forces:R:3 method="wB97M-V/def2-TZVPD" homo_energy_ev=-8.75 smiles="C=C(C)CNC(=O)c1ccc(OC2CCN(C(=O)COC)CC2)cc1" de_lowest_kj_mol=189.7 orbital_gap_ev=9.3 fmax_ev_per_a=0.46
C -7.386 -2.840 -0.402 -0.041 -0.092 0.043
C -6.905 -1.608 -0.360 0.126 0.182 0.046
C -6.903 -0.687 -1.539 -0.030 -0.077 -0.009
C -6.311 -1.031 0.900 -0.197 -0.060 0.188
N -4.936 -0.621 0.712 -0.025 -0.362 0.022
C -4.565 0.683 0.692 0.128 -0.130 0.044
O -5.353 1.591 0.884 -0.099 0.237 -0.078
C -3.122 0.926 0.412 0.213 0.106 0.021
C -2.769 2.135 -0.186 -0.027 -0.111 0.057
C -1.454 2.424 -0.469 0.182 -0.064 0.024
C -0.443 1.516 -0.142 -0.235 0.054 0.011
O 0.815 1.902 -0.477 -0.209 0.109 -0.108
C 1.925 1.068 -0.196 0.405 -0.064 0.050
C 3.082 1.570 -1.060 -0.333 -0.248 0.137
C 4.280 0.626 -0.928 0.110 0.136 -0.427
N 4.406 0.162 0.440 -0.143 0.209 0.076
C 4.896 -1.036 0.821 0.253 -0.208 -0.151
O 4.898 -1.402 1.983 0.012 -0.262 0.218
C 5.467 -1.937 -0.280 0.067 -0.212 0.013
O 6.360 -1.299 -1.161 -0.197 -0.030 -0.118
C 7.570 -0.925 -0.544 0.093 0.007 0.050
C 3.850 1.051 1.439 -0.102 0.008 0.405
C 2.327 1.128 1.291 0.031 -0.098 -0.149
C -0.787 0.320 0.481 0.416 -0.013 -0.068
C -2.114 0.031 0.748 -0.266 0.163 -0.083
H -7.823 -3.249 -1.297 -0.091 -0.025 -0.224
H -7.378 -3.485 0.460 0.051 -0.087 0.232
H -7.393 -1.143 -2.395 -0.019 -0.007 -0.084
H -7.413 0.241 -1.286 -0.025 0.120 -0.028
H -5.881 -0.428 -1.817 0.038 0.066 -0.052
H -6.367 -1.758 1.716 -0.071 0.089 -0.065
H -6.855 -0.125 1.187 0.041 -0.165 0.023
H -4.279 -1.332 0.439 0.026 0.147 -0.039
H -3.552 2.839 -0.424 -0.062 0.069 -0.011
H -1.174 3.352 -0.941 0.026 0.110 -0.064
H 1.695 0.033 -0.490 -0.024 0.115 0.020
H 2.766 1.616 -2.102 0.032 0.028 0.002
H 3.334 2.583 -0.747 0.019 0.055 -0.005
H 5.196 1.142 -1.237 -0.103 -0.090 -0.079
H 4.147 -0.232 -1.588 0.026 0.105 0.004
H 5.952 -2.784 0.226 -0.139 0.154 -0.017
H 4.649 -2.323 -0.896 0.040 0.000 0.086
H 8.177 -0.459 -1.317 0.050 0.013 0.078
H 8.094 -1.800 -0.144 0.002 0.031 -0.002
H 7.402 -0.214 0.273 0.026 0.022 0.001
H 4.305 2.038 1.318 -0.014 -0.027 0.040
H 4.119 0.655 2.419 0.013 0.159 -0.147
H 1.864 0.310 1.843 -0.005 0.024 0.051
H 1.965 2.067 1.713 -0.052 0.008 -0.003
H -0.034 -0.397 0.769 0.106 -0.024 0.026
H -2.345 -0.894 1.257 -0.023 -0.071 0.044

=====

Entry 3:
50
Properties=species:S:1:pos:R:3:forces:R:3 method="wB97M-V/def2-TZVPD" homo_energy_ev=-7.92 smiles=COc1ccc(NCCC2CCN(Cc3ccccc3)CC2)nn1 de_lowest_kj_mol=471.7 orbital_gap_ev=8.6 fmax_ev_per_a=4.42
C 2.207 -4.904 -5.930 -3.865 -1.430 1.605
O 2.208 -3.540 -5.905 0.864 3.748 0.610
C 1.665 -2.790 -4.895 -3.603 -2.267 1.044
C 1.868 -1.441 -4.692 1.124 1.810 0.127
C 1.014 -0.694 -3.857 -0.766 -2.671 -0.028
C -0.084 -1.403 -3.221 1.416 -0.685 -0.957
N -0.983 -0.889 -2.342 -0.185 2.907 1.488
C -0.863 0.480 -1.679 1.202 -0.006 -1.983
C -2.034 0.730 -0.800 -1.544 -0.182 0.833
C -2.241 -0.358 0.303 -0.099 0.215 1.264
C -3.124 0.033 1.553 -0.398 -0.172 -1.156
C -2.415 1.061 2.447 2.332 -1.316 -2.014
N -1.243 0.376 3.028 1.570 0.717 1.070
C -0.525 0.979 4.250 -0.934 -0.409 -1.046
C 0.598 1.916 3.907 0.013 0.631 0.561
C 1.912 1.462 3.840 0.381 0.112 -0.764
C 2.912 2.216 3.254 -0.724 1.630 0.221
C 2.611 3.498 2.823 0.044 2.603 -0.105
C 1.316 4.061 2.998 0.265 -1.005 0.572
C 0.331 3.271 3.646 0.585 0.206 -1.130
C -0.267 0.056 2.009 0.302 -0.978 -1.040
C -0.979 -0.870 0.968 2.703 0.789 -1.283
N -0.235 -2.723 -3.436 1.798 -0.537 -0.804
N 0.642 -3.405 -4.218 -0.019 1.407 -0.381
H 2.767 -5.301 -5.106 0.293 -0.517 0.417
H 2.608 -5.127 -6.852 1.053 -0.885 -1.851
H 1.095 -5.321 -5.899 2.249 0.667 0.091
H 2.778 -0.972 -5.146 -1.138 -0.250 0.296
H 1.136 0.345 -3.714 0.306 0.880 0.150
H -1.845 -1.376 -2.095 0.894 -0.209 -0.432
H -0.734 1.287 -2.460 -0.738 -0.772 0.373
H 0.055 0.693 -1.102 0.031 -1.145 -0.024
H -2.945 0.609 -1.405 0.082 0.570 -0.025
H -2.023 1.761 -0.401 0.138 -0.475 -0.145
H -2.780 -1.158 -0.232 0.344 -0.129 0.528
H -3.340 -0.923 2.110 0.315 1.093 -0.368
H -4.077 0.395 1.154 -0.062 0.248 0.350
H -2.247 2.039 1.945 0.468 -0.494 -0.293
H -2.916 1.320 3.269 -2.830 0.848 3.119
H -1.254 1.463 4.889 -0.330 0.163 0.003
H -0.146 0.131 4.804 0.173 -0.278 0.083
H 2.256 0.522 4.207 -0.507 -0.882 0.223
H 3.936 1.947 3.217 0.699 -0.715 0.070
H 3.427 4.264 2.543 -1.237 -1.681 -0.002
H 1.125 5.088 2.648 0.044 -0.573 0.488
H -0.650 3.677 3.924 0.307 -0.139 -0.436
H 0.651 -0.550 2.385 -1.636 1.104 -0.238
H 0.133 0.992 1.548 -0.052 -0.500 0.008
H -0.196 -1.157 0.229 -0.471 0.306 0.141
H -1.108 -1.770 1.491 -0.857 -1.352 0.770

=====

Entry 4:
52
Properties=species:S:1:pos:R:3:forces:R:3 method="wB97M-V/def2-TZVPD" homo_energy_ev=-8.78 smiles="CCn1c(COc2ccccc2C)nnc1SCC(=O)NC1CCCC1" de_lowest_kj_mol=139.3 orbital_gap_ev=9.3 fmax_ev_per_a=1.17
C -1.428 -2.245 -1.477 -0.099 0.152 -0.115
C -1.713 -1.079 -2.419 -0.247 -0.597 -0.022
N -0.942 0.081 -2.054 0.584 0.652 0.103
C -1.320 1.189 -1.345 0.054 -0.032 0.001
C -2.714 1.483 -0.903 -0.036 0.301 -0.196
O -3.345 0.407 -0.253 -0.107 -0.280 0.215
C -2.896 0.027 0.990 -0.006 -0.176 0.262
C -1.839 0.623 1.661 -0.056 0.186 -0.253
C -1.469 0.158 2.914 -0.043 -0.085 0.104
C -2.142 -0.898 3.494 0.118 0.032 0.119
C -3.197 -1.492 2.819 0.030 0.082 -0.092
C -3.591 -1.044 1.570 -0.005 0.091 -0.187
C -4.733 -1.668 0.830 0.041 0.081 0.011
N -0.299 1.975 -1.161 -0.915 0.533 0.508
N 0.775 1.412 -1.739 0.454 -0.392 -0.478
C 0.392 0.276 -2.268 -0.117 0.100 -0.004
S 1.373 -0.844 -3.157 0.176 -0.297 -0.196
C 2.917 0.109 -3.324 -0.151 -0.131 0.133
C 3.808 -0.038 -2.087 -0.307 0.250 -0.364
O 4.780 -0.764 -2.086 0.285 -0.329 -0.032
N 3.406 0.721 -1.061 -0.124 0.319 0.385
C 4.005 0.649 0.254 0.418 -0.242 0.112
C 3.301 -0.397 1.126 0.077 -0.006 -0.106
C 2.017 0.297 1.594 -0.047 -0.084 0.054
C 2.295 1.811 1.510 -0.053 0.101 0.083
C 3.741 1.948 1.011 0.019 -0.027 -0.068
H -2.029 -3.103 -1.766 -0.049 -0.135 -0.013
H -0.378 -2.524 -1.529 0.075 -0.064 0.039
H -1.671 -1.976 -0.450 -0.013 0.013 0.077
H -1.445 -1.353 -3.444 -0.135 0.096 0.048
H -2.769 -0.807 -2.378 0.141 -0.022 -0.118
H -3.339 1.682 -1.782 0.064 0.024 0.191
H -2.691 2.385 -0.280 0.030 -0.101 -0.107
H -1.293 1.445 1.224 0.058 0.083 -0.053
H -0.649 0.634 3.428 0.090 0.038 0.046
H -1.851 -1.261 4.468 0.032 -0.028 0.089
H -3.728 -2.317 3.270 -0.075 -0.084 0.025
H -5.474 -0.911 0.580 -0.108 -0.029 -0.066
H -4.387 -2.105 -0.106 -0.052 -0.062 -0.107
H -5.203 -2.444 1.429 -0.038 -0.056 0.015
H 3.423 -0.322 -4.187 -0.012 0.055 0.096
H 2.641 1.146 -3.509 0.059 0.016 -0.064
H 2.526 1.230 -1.144 0.126 -0.051 -0.213
H 5.066 0.423 0.118 -0.116 0.066 0.060
H 3.107 -1.316 0.574 0.072 -0.064 0.000
H 3.940 -0.638 1.976 0.054 -0.036 0.050
H 1.754 -0.012 2.605 -0.088 -0.039 0.002
H 1.181 0.030 0.947 -0.076 -0.029 -0.001
H 1.607 2.281 0.808 -0.064 0.067 0.022
H 2.167 2.299 2.475 -0.062 0.081 -0.010
H 4.431 2.015 1.852 0.045 0.004 0.008
H 3.880 2.824 0.380 0.097 0.058 0.003

=====

E per entry: -52269.2211, -31294.9872, -28129.2400, -41016.4977 eV